No. 1
{"formula": "C20H30B2F8K3O15", "method": "ωB97M-V/def2-TZVPD", "symbols": ["K", "K", "K", "F", "F", "F", "F", "F", "F", "F", "F", "O", "O", "O", "O", "O", "O", "O", "O", "O", "O", "O", "O", "O", "O", "O", "C", "C", "C", "C", "C", "C", "C", "C", "C", "C", "C", "C", "C", "C", "C", "C", "C", "C", "C", "C", "B", "B", "H", "H", "H", "H", "H", "H", "H", "H", "H", "H", "H", "H", "H", "H", "H", "H", "H", "H", "H", "H", "H", "H", "H", "H", "H", "H", "H", "H", "H", "H"], "xyz": [[1.63242, -1.61654, 4.23766], [-3.01021, -1.00425, 1.40609], [-0.46768, -4.72746, 2.34150], [0.27515, -3.39082, 6.03129], [-1.97936, -3.54736, 6.15400], [-0.93051, -3.02127, 4.19896], [-0.65410, 0.12024, 0.74042], [-0.11603, -1.96244, 1.47930], [-0.81492, -5.15512, 5.05570], [-0.41382, -0.39048, 2.96870], [1.42017, -0.25920, 1.63257], [-2.20900, -4.38420, -3.40327], [0.64427, 4.40806, 0.69684], [-0.90404, -4.50112, -5.16515], [6.20636, -0.23850, -1.44324], [1.90686, 3.67696, -1.02000], [0.20827, 2.18776, 4.81219], [-2.61795, -5.90586, -5.06370], [-4.53320, 4.56754, -2.80789], [-3.97226, 2.95242, -4.33996], [-4.28214, 2.45291, -2.21076], [1.89160, 0.82983, 5.55797], [2.24650, 2.79010, 4.48820], [0.23277, 2.43416, -0.33037], [5.51479, -2.16469, -2.38826], [4.86704, -1.66957, -0.34030], [1.55658, 3.34828, 3.36232], [4.24130, -2.91504, -0.58617], [1.47238, 1.82527, 4.99197], [-0.24962, 1.24320, -2.37246], [-0.91816, 3.94330, 3.68741], [5.61951, -1.26420, -1.36654], [2.71016, -2.70093, -0.45081], [0.15036, 2.85072, 3.55390], [4.78791, -3.30922, -1.96378], [0.90167, 3.57661, -0.13864], [-0.87341, -3.63548, -1.69624], [-1.95144, -5.02957, -4.57799], [-3.16236, 2.98008, -0.06154], [-1.18381, -3.41120, -3.15277], [-0.11224, -3.80337, -4.19720], [-4.29130, 3.30920, -3.23895], [-4.69507, 4.58672, -1.37879], [-4.38704, 3.11769, -0.98698], [0.83532, 1.60203, -1.34047], [1.96638, 2.51934, -1.81655], [-0.87589, -3.81820, 5.35551], [0.07228, -0.57157, 1.68703], [-2.29353, 3.47310, -0.50165], [0.41197, -2.96311, -4.64040], [-0.83735, 2.14075, -2.57144], [0.54339, -4.52957, -3.71355], [-0.62420, 4.81170, 4.28047], [-1.02948, 0.62449, -1.92052], [-0.14065, -2.93441, -1.28546], [2.26311, -2.28552, -1.35608], [-5.23534, 2.64729, -0.48316], [1.54202, 4.43257, 3.46805], [4.55617, -3.66229, 0.14342], [1.28687, 0.72676, -0.87371], [-2.91881, 2.00210, 0.34748], [-0.14279, 2.12117, 2.79732], [2.14278, -3.62301, -0.29314], [5.42037, -4.19307, -1.97565], [-3.35745, 3.61690, 0.80659], [2.45905, -2.07902, 0.40707], [1.77916, 2.80783, -2.85431], [1.94371, 3.09888, 2.37722], [-1.88335, 3.69299, 4.12692], [-3.98779, 5.21637, -0.84057], [-1.05176, 4.30951, 2.66527], [2.92882, 2.00945, -1.83279], [3.96311, -3.29278, -2.67994], [-5.70901, 4.89176, -1.12998], [-1.67680, -2.45395, -3.33698], [-1.71332, -3.57836, -0.99991], [0.10246, 0.68759, -3.23886], [-0.49583, -4.64090, -1.49246]], "forces_ev_per_a": [[-0.1884, 0.2529, 0.6134], [0.2470, 0.1964, 0.1708], [-0.0223, -0.0633, 0.2655], [0.8021, -0.0553, -0.2439], [-0.0356, -0.1005, -0.4842], [-0.0694, 0.2823, -1.7513], [-0.7010, 0.0542, -0.2095], [-0.0863, -1.2385, -0.6575], [0.2762, -0.8986, -1.1397], [-0.5277, 0.7299, 0.6834], [0.1942, -0.0592, 0.0466], [-0.1427, -0.7586, -0.5722], [0.0024, -0.9299, -0.7339], [1.9278, 0.7734, -0.5665], [0.0242, -0.0981, 0.2702], [0.3703, 0.1764, 0.5573], [-0.4172, -1.7792, 0.3342], [0.6557, 1.0700, 1.0282], [0.0426, 0.1533, 0.1143], [-0.8722, 0.8952, 0.7433], [0.2927, -0.8044, 0.0439], [-0.7993, 1.1076, -0.7276], [1.2287, -0.6381, -1.0152], [-0.5474, -0.3984, 0.5908], [0.8820, 0.3142, 0.5738], [0.0713, 0.0988, 1.1257], [-0.3085, 1.4416, 0.1779], [-0.9183, -0.3790, 0.2633], [0.9049, -0.5611, 1.1408], [-0.3764, 0.0798, 1.1791], [0.2525, 0.6141, -0.9171], [-0.0718, 0.0624, -1.3311], [0.1207, -0.5118, -0.2690], [-2.1795, 0.8419, 0.5715], [-1.0458, 1.0088, -0.6716], [0.1820, 0.7652, 0.2804], [1.1073, 0.3160, 1.2251], [-2.3133, -1.2781, -0.5134], [-0.2864, 1.3231, -0.2337], [-1.0378, -0.5137, 0.2625], [-0.8971, -0.0860, 0.9022], [1.4891, -0.2057, -1.1326], [0.0600, -1.0304, 0.1725], [-0.5797, -0.1836, 1.5903], [-0.0745, 0.2210, -0.2451], [-0.3288, -0.5691, -1.9782], [-0.6804, 0.9699, 2.8661], [0.6392, -0.1024, 0.1390], [0.1991, -0.4892, -0.1787], [0.0122, -0.1536, -0.1365], [0.4757, 0.1619, -0.7601], [0.4111, 0.1298, -0.2511], [0.6071, -0.1913, 0.0173], [0.3157, -0.3240, 0.3189], [0.1019, 0.0748, -0.2381], [0.2351, 0.3678, -0.0003], [-0.1151, 0.2393, 0.1056], [0.4134, -0.0238, -0.0791], [0.1544, 0.2923, 0.2666], [-0.3748, -0.0658, 0.2192], [-0.0179, -0.2191, -0.4752], [-0.0172, 0.0087, 0.0100], [0.4071, -0.3360, -0.0508], [-0.1570, -0.0266, -0.0901], [-0.2281, -0.0931, 0.1069], [0.2851, 0.2579, -0.1229], [0.0273, 0.1865, 0.0252], [0.5330, -0.3131, 0.3939], [0.1056, -0.8073, -0.2565], [0.1034, 0.4348, -0.6542], [-0.3021, 0.1559, 0.1073], [0.1783, 0.3596, 0.5872], [0.0194, -1.0700, -0.0076], [-0.0093, -0.0089, -0.1113], [0.4847, 0.2400, -0.0131], [-0.5246, 0.3207, -0.5852], [0.1988, 0.4619, -0.1707], [0.2128, -0.0757, -0.5153]], "spin_multiplicity": 1, "total_charge": 1, "e_homo_ev": -13.1, "lumo_energy_ev": -4.087}


No. 2
{"formula": "C20H30BIN7OsS", "method": "ωB97M-V/def2-TZVPD", "symbols": ["Os", "I", "S", "N", "N", "N", "N", "N", "N", "N", "C", "C", "C", "C", "C", "C", "C", "C", "C", "C", "C", "C", "C", "C", "C", "C", "C", "C", "C", "C", "B", "H", "H", "H", "H", "H", "H", "H", "H", "H", "H", "H", "H", "H", "H", "H", "H", "H", "H", "H", "H", "H", "H", "H", "H", "H", "H", "H", "H", "H", "H"], "xyz": [[-0.41490, -0.43530, 0.18660], [-1.20130, -3.65700, 1.34770], [1.92900, -1.30330, 4.08710], [-1.73190, -0.18270, -1.34560], [1.23620, 0.25020, -2.41630], [-0.18150, 1.71570, -0.05420], [-1.28030, 0.43640, -2.46160], [1.57530, -0.33460, -1.25590], [0.66710, -0.72870, 1.69780], [0.06810, 2.14670, -1.30460], [0.96100, 2.48460, 2.93120], [-3.29360, -0.34740, -2.92590], [-1.45830, 1.72190, 2.65840], [-5.06760, -0.60890, -0.27100], [0.22390, 3.47380, -1.29560], [-2.96630, -0.65720, -1.60710], [2.16260, -0.03510, -3.34270], [3.11960, -0.83970, -2.76370], [3.44850, -1.69130, -0.32010], [-2.20310, 0.34220, -3.42080], [2.71390, -1.00330, -1.43140], [-0.19080, 2.78170, 0.76040], [-3.80220, -1.40240, -0.61270], [1.19970, -0.99120, 2.72810], [-0.38920, 2.73010, 2.24150], [-0.39360, -2.52010, -0.29740], [4.95060, -1.42620, -0.45230], [3.19820, -3.20850, -0.28580], [0.06020, 3.92360, -0.00110], [-4.18490, -2.76910, -1.18970], [0.05610, 1.21510, -2.53040], [1.48570, 1.63620, 2.49730], [1.59580, 3.36100, 2.82900], [-3.30570, -3.35020, -1.45840], [-4.75870, -3.33710, -0.46330], [-3.22440, -1.53660, 0.31470], [4.03580, -3.70570, 0.19590], [0.43420, 4.02440, -2.18910], [-4.83150, 0.29480, 0.28640], [5.35090, -1.94210, -1.32090], [-0.73970, 3.71860, 2.55690], [5.15330, -0.36250, -0.54410], [-1.25600, 0.70940, 2.27890], [3.99360, -1.24020, -3.23170], [2.09360, 0.34820, -4.34050], [0.60730, -2.90490, -0.48210], [3.09280, -1.25590, 0.62080], [3.09410, -3.60650, -1.29270], [5.47080, -1.80020, 0.42480], [0.81100, 2.30330, 3.99270], [0.12170, 1.83970, -3.52740], [-5.59590, -0.33120, -1.17960], [-1.01660, -2.75370, -1.16380], [-5.73020, -1.21950, 0.33740], [-2.42870, 2.03550, 2.28450], [-1.50920, 1.67180, 3.74230], [-2.03800, 0.75760, -4.39310], [-4.19070, -0.58690, -3.45670], [2.30930, -3.45990, 0.28640], [-4.79050, -2.63750, -2.08170], [0.10770, 4.93170, 0.35270]], "forces_ev_per_a": [[0.8717, -0.5921, -0.7476], [0.1148, 0.3195, -0.2354], [-0.3614, 0.1166, -0.6646], [-0.4499, -0.0276, -0.3535], [0.2543, 0.0749, -0.5974], [-0.0769, -0.7198, 0.4771], [-0.0591, 0.2952, -0.7367], [-0.9503, -0.0451, 0.8779], [-0.2203, 0.1319, -0.3585], [0.0998, 0.5163, -0.5487], [-0.1044, 0.1112, -0.0167], [0.2407, 0.0517, 0.2599], [0.0351, 0.0919, -0.1681], [0.1796, -0.0112, 0.0621], [-0.0983, -0.0811, 0.3840], [-0.1712, -0.1585, -0.1124], [0.1207, -0.2476, 0.1648], [-0.1631, 0.0289, 0.0581], [0.0002, -0.1481, 0.1616], [-0.0762, -0.2004, 0.4148], [0.0896, 0.0645, -0.1490], [-0.0269, 0.5607, -0.0230], [-0.0377, -0.0374, 0.0931], [0.9086, -0.3659, 1.5503], [0.0934, -0.2886, 0.1556], [-0.1825, 0.3522, 0.1076], [-0.2209, 0.1093, 0.1152], [-0.0122, 0.1998, 0.0433], [0.0028, -0.3297, 0.0262], [0.2216, 0.0959, 0.1820], [0.0986, -0.3339, 0.6325], [0.0163, -0.0372, 0.0081], [0.1178, 0.0349, -0.0415], [0.0678, -0.0943, -0.0374], [-0.0662, -0.0543, 0.0654], [-0.0269, -0.0511, -0.2014], [0.0558, -0.0930, 0.0406], [0.0125, 0.0009, -0.2884], [-0.0048, 0.1255, -0.0131], [0.0902, -0.0184, -0.1324], [0.0242, -0.0780, -0.1417], [0.0851, 0.0921, -0.0547], [-0.0683, 0.1833, 0.2417], [0.2320, -0.0448, -0.0932], [-0.0578, 0.1441, -0.1870], [-0.1091, 0.1871, 0.1435], [0.0898, -0.0145, -0.1062], [0.0316, -0.0992, -0.0834], [0.0585, -0.0560, 0.0871], [0.0168, -0.0446, 0.1039], [-0.0521, 0.1296, -0.3224], [-0.1028, 0.0419, -0.0652], [0.0478, 0.1705, 0.1580], [-0.0546, -0.0298, 0.0564], [-0.1800, -0.0527, -0.0541], [-0.0398, -0.1224, 0.0972], [0.1200, 0.1808, -0.1889], [-0.2306, -0.0550, -0.0415], [-0.1076, -0.0832, 0.0312], [-0.1089, -0.0230, -0.1190], [0.0233, 0.2269, 0.0836]], "spin_multiplicity": 5, "total_charge": 1, "e_homo_ev": [-11.9, -12.0], "s2": 6.04, "lumo_energy_ev": [-2.270, -5.663]}


No. 3
{"formula": "C20H30Cl5GeN2OPdS", "method": "ωB97M-V/def2-TZVPD", "symbols": ["Pd", "Ge", "Cl", "Cl", "Cl", "Cl", "Cl", "S", "O", "N", "N", "C", "C", "C", "C", "C", "C", "C", "C", "C", "C", "C", "C", "C", "C", "C", "C", "C", "C", "C", "C", "H", "H", "H", "H", "H", "H", "H", "H", "H", "H", "H", "H", "H", "H", "H", "H", "H", "H", "H", "H", "H", "H", "H", "H", "H", "H", "H", "H", "H", "H"], "xyz": [[-0.49256, -1.20767, 0.51980], [-2.79813, 0.93121, -1.06507], [-3.45693, -5.62639, 3.26251], [-3.73589, -3.37010, 1.20134], [1.90968, -5.08006, 3.22750], [1.61604, -2.61815, 1.32753], [-0.66175, -6.56483, 4.24594], [0.72912, -1.96084, -2.09172], [-0.55766, -1.82210, -2.82712], [0.17465, 0.73884, 0.83442], [2.36047, 2.58079, 5.53737], [1.58464, 1.92216, -2.78848], [-3.02038, 0.37753, -2.93284], [-2.04137, -4.82292, 2.68184], [-0.79770, -5.24707, 3.14037], [1.50558, -0.35167, -2.06684], [0.86753, 1.01779, 2.22904], [-2.13192, -3.77194, 1.76406], [0.34535, -4.59343, 2.69138], [2.67780, 2.16692, -1.96635], [1.39663, 2.36860, 2.41662], [-1.02450, -3.08278, 1.27084], [0.99043, 0.66712, -2.84477], [-1.70668, 2.57069, -1.04563], [-2.33019, -0.51543, 0.17761], [3.18582, 1.11678, -1.20055], [0.17536, -3.54297, 1.80611], [2.61007, -0.14006, -1.24998], [-4.58645, 1.51558, -0.46909], [1.85277, -2.69593, -3.30200], [3.30240, 3.53115, -1.88387], [0.82759, 1.13974, 0.16197], [2.27813, 2.58943, 1.80435], [-0.61798, 1.37293, 0.81905], [1.75169, -2.13691, -4.23169], [1.65092, 0.25580, 2.28217], [0.08607, 0.74037, 2.94449], [0.10714, 0.48021, -3.44357], [-2.71964, -0.23102, 1.16324], [4.27933, 3.54643, -2.37249], [-4.02700, -0.02054, -3.07168], [3.44759, 3.82689, -0.84434], [-2.90251, -1.37671, -0.15901], [-1.90037, 3.15658, -0.14527], [1.16871, 2.73266, -3.37573], [-2.90778, 1.24825, -3.58228], [2.67460, 4.28049, -2.36489], [2.87849, -2.66288, -2.93710], [1.53587, -3.72816, -3.43817], [-0.63770, 2.38193, -1.10106], [-4.55000, 1.90348, 0.54986], [1.50621, 2.41000, 6.05896], [4.01895, 1.29619, -0.53177], [2.08756, 2.55526, 4.54034], [-2.30306, -0.38760, -3.22216], [2.93145, 1.75366, 5.68267], [2.99107, -0.93940, -0.62495], [-5.28663, 0.67909, -0.48814], [0.64576, 3.16305, 2.35937], [-1.98423, 3.17911, -1.90969], [-4.97248, 2.30088, -1.12247]], "forces_ev_per_a": [[-0.0884, 0.0284, 0.8734], [-0.0029, 0.0160, 0.1312], [-0.0061, 0.0016, -0.0089], [0.0700, 0.0183, 0.0042], [0.0044, 0.0016, 0.0176], [-0.1714, -0.0523, 0.0464], [-0.0013, 0.0054, 0.0021], [-0.1772, -0.1348, -0.1851], [0.0844, -0.0159, -0.0443], [0.0693, 0.1730, -0.1741], [0.0245, -0.0371, 0.0902], [-0.0317, 0.0097, -0.0129], [0.0198, -0.0627, 0.0107], [0.0292, -0.0163, -0.0189], [0.0501, -0.0116, 0.0028], [0.2105, -0.0543, -0.1612], [0.0637, -0.1164, -0.0180], [-0.1158, -0.0682, -0.2701], [-0.0786, -0.0113, -0.0101], [0.0368, 0.0020, -0.0105], [0.0092, 0.0188, -0.0708], [0.1549, -0.1371, 0.2379], [-0.0475, 0.0180, 0.1364], [-0.0049, 0.0183, -0.0380], [-0.1809, 0.1241, -0.1501], [0.0018, -0.0437, 0.0135], [0.1604, 0.0837, -0.1827], [-0.0285, 0.0521, -0.0210], [-0.0123, 0.0305, -0.0322], [0.0641, 0.0175, -0.0235], [-0.0003, 0.0522, 0.0174], [-0.0616, -0.0187, -0.0199], [0.0045, 0.0281, -0.0259], [0.0796, 0.0484, 0.0048], [0.0084, -0.0056, -0.0078], [-0.0253, -0.0182, 0.0134], [0.0028, -0.0037, -0.0229], [0.0048, -0.0145, -0.0166], [-0.0177, -0.0222, -0.0285], [0.0001, -0.0175, -0.0037], [-0.0032, -0.0186, -0.0092], [-0.0234, -0.0113, 0.0108], [-0.0632, 0.0465, -0.0088], [0.0251, -0.0051, 0.0207], [0.0022, 0.0134, 0.0072], [-0.0083, -0.0047, -0.0220], [-0.0022, -0.0023, -0.0008], [0.0025, 0.0126, 0.0400], [-0.0182, -0.0087, -0.0127], [0.0163, 0.0070, -0.0565], [0.0175, 0.0073, 0.0123], [-0.0135, 0.0187, -0.0023], [0.0019, 0.0179, 0.0010], [-0.0148, 0.0259, -0.0672], [0.0407, 0.0041, 0.0167], [0.0161, 0.0030, -0.0037], [-0.0026, -0.0120, -0.0020], [-0.0033, -0.0196, -0.0044], [-0.0040, 0.0244, 0.0289], [-0.0533, 0.0081, 0.0099], [-0.0136, 0.0077, -0.0019]], "spin_multiplicity": 1, "total_charge": -1, "e_homo_ev": -2.7, "lumo_energy_ev": 2.200}